Formula: C5H18IN6O5
Source: the OMol25 dataset
Level of theory: ωB97M-V/def2-TZVPD

- Spin multiplicity: 1
- Highest occupied orbital energy: -6.17 eV
- Strongest force on any atom: 0.175 hartree/bohr
- E_tot: -32760.1871 eV
- HOMO-LUMO gap: 0.3253 Ha
- Net charge: -1

Positions of all 35 atoms, in Å:
1 I -0.28273 -0.81757 0.67159
2 O -1.63929 -1.53860 -5.15998
3 O -2.32650 1.93417 5.08225
4 O 4.22354 -4.24447 0.52264
5 O -0.84931 4.67989 -0.06143
6 O 0.31918 0.31740 -2.76452
7 N -0.87233 2.74076 0.92911
8 N -0.67317 1.18710 3.78184
9 N -2.68401 0.68291 3.24897
10 N 2.23919 -3.59929 1.36496
11 N 0.45025 2.96475 -0.57160
12 N 3.50374 -2.07170 0.53226
13 C -0.46583 3.55593 0.04094
14 C -1.94387 1.22650 4.17026
15 C -0.87094 0.02906 -3.48972
16 C 3.35942 -3.39773 0.73192
17 C -0.81867 -1.46830 -3.99332
18 H -1.15111 0.83925 -4.16292
19 H -1.75279 2.98554 1.35920
20 H -2.26128 0.22635 2.45338
21 H 4.39836 -1.72739 0.21417
22 H -3.63936 0.38779 3.39148
23 H 0.18609 -1.67677 -4.36088
24 H -0.36151 0.58435 3.03374
25 H -1.71299 0.11038 -2.80238
26 H 0.33350 -0.27983 -2.01306
27 H 1.54725 -2.86355 1.36378
28 H -0.55199 1.79419 0.78254
29 H -0.05088 1.77918 4.31318
30 H 0.77334 2.05810 -0.26550
31 H 0.85873 3.41303 -1.37925
32 H -1.11000 -2.23671 -3.27723
33 H 2.73734 -1.41388 0.53496
34 H 2.14678 -4.54792 1.69910
35 H -1.05812 -1.61291 -5.92046